# 1
The following is a quantum chemistry calculation of C17H38Cl4Cu3O11P2 as an isolated structure at a distorted geometry, from the Open Molecules 2025 dataset.

Calculated values
- Highest occupied orbital energy: -11.59 eV
- Kohn-Sham gap: 7.53 eV
- Energy: -8943.1455 Eh
- Charge: +1

XYZ file:
```
75
Properties=species:S:1:pos:R:3:forces:R:3
Cu -17.562 -15.267 11.915 -0.3753 -0.6912 -0.4854
Cu -14.333 -17.449 13.869 -0.9997 -0.0915 -0.6260
Cu -17.682 -19.822 11.711 0.7905 0.1854 -0.6503
C -16.376 -17.597 12.347 -0.2719 -0.4355 -0.0326
O -15.998 -16.491 12.907 0.4000 0.4943 0.0557
O -17.370 -17.579 11.558 -0.5459 -0.4364 -0.1763
O -15.782 -18.703 12.614 0.6849 0.3342 0.6494
Cl -13.339 -17.481 7.942 0.0981 -0.0754 0.0799
C -14.436 -17.910 9.295 -0.0648 0.3918 -0.8386
C -14.934 -19.325 9.210 -0.2876 -0.0814 0.5076
Cl -16.186 -19.514 7.953 0.0902 0.0141 -0.0115
H -15.279 -17.237 9.157 -0.0457 -0.0332 0.3641
H -13.924 -17.674 10.224 0.0501 -0.2291 0.0571
H -15.422 -19.533 10.162 -0.0073 -0.1323 -0.0397
H -14.177 -20.083 9.031 0.1818 0.1724 -0.0403
Cl -21.275 -19.030 12.678 0.0789 -0.0171 -0.0680
C -20.343 -17.504 12.553 -0.2354 -0.1539 0.0032
C -19.620 -17.195 13.832 1.3208 0.3203 0.2600
Cl -20.644 -17.155 15.273 -0.0512 0.0903 -0.0383
H -21.023 -16.695 12.299 -0.1491 -0.1142 -0.0063
H -19.651 -17.665 11.734 0.1358 0.2886 0.0552
H -19.084 -16.240 13.767 -0.6053 0.3075 -0.1979
H -18.755 -17.831 14.042 -0.4791 -0.6667 -0.0863
C -22.635 -16.158 8.913 0.7644 -0.4475 0.2203
C -21.869 -14.924 8.491 -0.9068 -0.3137 -0.8144
O -20.451 -15.213 8.347 -0.1435 0.4804 0.6741
P -19.431 -14.431 9.240 0.4862 0.2865 -0.8954
O -19.270 -14.979 10.606 0.8166 -0.2297 1.0174
O -18.111 -14.400 8.381 0.1369 -0.1470 0.3634
C -17.259 -15.556 8.320 0.4511 -1.1507 -0.2754
C -17.336 -16.261 6.970 -0.6656 0.3102 -0.1072
O -19.905 -12.946 9.175 -0.3497 0.1232 -0.1527
C -19.162 -11.829 9.673 0.7130 0.5083 0.5445
C -18.997 -11.851 11.189 -0.0564 -0.1610 -0.3488
H -23.617 -15.870 9.279 -0.1143 -0.1674 -0.1268
H -22.685 -16.910 8.126 -0.2998 0.2434 -0.2041
H -22.089 -16.678 9.706 -0.1542 0.2857 0.2527
H -22.173 -14.605 7.493 -0.0525 -0.0038 0.0249
H -22.111 -14.090 9.148 0.6263 -0.0023 0.2446
H -16.219 -15.287 8.514 -0.2023 0.6410 0.0286
H -17.530 -16.280 9.097 -0.0973 0.2058 0.1135
H -17.559 -15.561 6.163 0.3241 0.1923 0.0922
H -16.400 -16.773 6.757 -0.0543 -0.0964 -0.0126
H -18.169 -16.965 6.953 0.1673 -0.1642 0.0658
H -18.167 -11.788 9.220 -0.1036 -0.3002 -0.2036
H -19.658 -10.921 9.341 -0.4113 -0.2243 -0.0097
H -19.915 -12.154 11.688 -0.0612 0.1313 -0.0009
H -18.216 -12.565 11.459 0.0161 0.0797 0.1361
H -18.704 -10.855 11.518 0.0318 -0.0474 0.1143
C -12.673 -21.424 12.163 0.1042 0.9496 0.4531
C -14.119 -21.870 12.121 0.3125 -0.6267 -0.2594
O -14.409 -22.377 10.782 -0.2408 0.7436 0.2899
P -15.927 -22.591 10.394 0.4165 -1.1484 -0.2610
O -16.829 -21.479 10.718 -0.6170 0.8851 0.5292
O -15.842 -22.926 8.881 -0.3041 0.0535 0.1210
C -15.032 -24.013 8.388 0.9592 0.0400 -1.2063
C -15.155 -24.065 6.874 -0.9112 -0.4982 0.1859
O -16.353 -23.964 11.055 0.0913 0.2119 0.2505
C -16.877 -23.990 12.395 -0.1652 0.0713 0.8955
C -18.315 -24.440 12.397 -0.1705 -0.3501 0.2394
H -12.264 -21.562 13.165 0.0347 -0.3230 -0.0797
H -12.029 -21.896 11.426 -0.1409 -0.3067 0.0539
H -12.595 -20.342 12.011 -0.0946 -0.0737 -0.3083
H -14.284 -22.714 12.795 -0.0034 0.1338 0.1190
H -14.798 -21.051 12.363 -0.0280 -0.0581 -0.0284
H -13.983 -23.796 8.599 -0.1022 -0.0653 0.4819
H -15.310 -24.977 8.808 -0.2573 0.2087 0.3502
H -16.215 -24.077 6.608 0.0471 0.2382 -0.0590
H -14.654 -23.252 6.359 0.0464 0.0452 0.0652
H -14.792 -25.034 6.529 0.3508 0.1427 -0.0247
H -16.265 -24.616 13.050 0.1234 -0.4258 -0.5896
H -16.779 -23.021 12.897 -0.1997 0.2400 -0.4948
H -18.450 -25.469 12.061 0.2846 0.0501 -0.2507
H -18.676 -24.454 13.429 -0.0865 0.3000 -0.0618
H -18.938 -23.798 11.776 -0.0231 0.0894 0.1138
```
Positions in Å, forces in eV/Å.

***

# 2
The following is a quantum chemistry calculation of a 8-piece molecular cluster, H16O8 overall at a distorted geometry, from the Open Molecules 2025 dataset.

Calculated values
- Highest occupied orbital energy: -10.39 eV
- Kohn-Sham gap: 10.35 eV
- Energy: -611.4433 Eh
- Energy above the lowest of the compared OMol25 structures with the same formula, charge and spin: 87.43 kcal/mol
- Charge: 0

XYZ file:
```
24
Properties=species:S:1:pos:R:3:forces:R:3
H -0.314 1.899 0.745 -0.0031 0.0964 -0.1160
H -1.156 1.013 -0.158 -0.0535 0.0976 0.3357
H 1.403 -1.823 0.230 0.0923 0.1352 0.0109
H 0.123 -1.062 0.539 0.1423 -0.0694 -0.1692
H 0.203 0.200 3.718 -0.0339 -0.1540 -0.0726
H -0.226 0.230 2.260 0.2178 -0.2204 0.0886
H -3.364 -1.337 0.231 0.0763 -0.0365 0.0741
H -2.010 -1.476 0.909 -0.1001 -0.1414 0.1979
H 3.665 2.648 0.141 0.0392 -0.0475 -0.0758
H 3.566 1.810 -1.123 -0.0702 -0.0320 0.0644
H -0.793 -0.933 -3.899 -0.3073 0.0591 -0.0988
H -2.268 -0.611 -4.075 0.6288 -0.0568 -0.2257
H 2.707 0.841 2.142 0.1171 -0.0587 -0.2434
H 3.290 -0.492 2.582 -0.0607 -0.0236 -0.0130
H -3.116 -0.553 -2.270 -0.0610 -0.0284 0.1876
H -1.924 0.241 -1.761 0.0265 0.0249 -0.2199
O -0.312 1.476 -0.121 -0.1888 -0.1386 -0.0149
O 1.009 -1.230 0.881 -0.7886 -0.5676 -0.4076
O -0.429 -0.190 3.104 -0.2054 0.3907 0.1587
O -2.872 -1.055 1.011 0.0773 0.1782 -0.2350
O 3.481 1.753 -0.165 0.0778 0.3725 -0.1771
O -1.448 -0.713 -4.571 0.1361 -0.0599 -0.8672
O 2.945 -0.031 1.809 0.6849 0.2080 0.7995
O -2.160 -0.606 -2.157 -0.4437 0.0723 1.0189
```
Positions in Å, forces in eV/Å.

***

# 3
The following is a quantum chemistry calculation of one molecule with the formula C5H11N at a distorted geometry, from the Open Molecules 2025 dataset.

Calculated values
- Highest occupied orbital energy: -9.04 eV
- Kohn-Sham gap: 10.21 eV
- Energy: -251.7774 Eh
- Energy above the lowest of the compared OMol25 structures with the same formula, charge and spin: 53.45 kcal/mol
- Charge: 0

XYZ file:
```
17
Properties=species:S:1:pos:R:3:forces:R:3
C 1.379 -1.474 0.943 -0.2486 -0.5227 -0.8176
C 0.747 -1.150 -0.610 0.4330 -0.3085 0.8608
N 0.148 0.148 -0.886 0.1556 -0.1566 0.0874
C 0.499 1.075 0.161 0.0738 0.4118 0.1427
C -0.902 0.600 0.013 -0.1380 -0.0427 0.0956
C -2.007 1.427 -0.607 0.0470 0.0127 0.0002
H 2.461 -1.616 0.826 -0.3144 -0.2711 -0.2269
H 1.357 -0.872 1.895 -0.6718 0.0810 -1.3848
H 0.919 -2.400 1.274 0.1883 -0.3850 -0.1785
H 1.600 -1.224 -1.302 -0.1339 -0.0907 0.4408
H 0.009 -1.899 -0.966 0.5002 0.0415 0.7684
H 1.056 0.521 0.903 -0.0406 1.2243 0.2402
H 0.849 2.067 -0.097 -0.2246 0.0713 -0.0910
H -1.233 -0.114 0.771 0.0902 0.0692 -0.0947
H -2.489 2.074 0.134 0.1074 -0.1073 -0.0636
H -2.781 0.782 -1.041 0.1606 0.0616 0.0821
H -1.613 2.056 -1.411 0.0158 -0.0889 0.1389
```
Positions in Å, forces in eV/Å.

***

# 4
The following is a quantum chemistry calculation of C29H30AsN4O12SV as an isolated structure at a distorted geometry, from the Open Molecules 2025 dataset.

Calculated values
- Highest occupied orbital energy (alpha / beta): -8.64 / -9.57 eV
- 2S+1: 3
- Kohn-Sham gap (alpha / beta): 7.80 / 8.73 eV
- Energy: -5822.9933 Eh
- Energy above the lowest of the compared OMol25 structures with the same formula, charge and spin: 48.44 kcal/mol
- Charge: 0

XYZ file:
```
78
Properties=species:S:1:pos:R:3:forces:R:3
V -0.419 -0.115 0.470 -0.8796 -2.9725 -1.3485
O -1.125 -2.116 2.058 0.2798 0.4097 -0.4066
C -0.984 -1.750 3.428 0.0289 -0.0938 0.4060
C 0.456 -1.999 3.856 -0.2083 0.0727 -0.3145
C 1.462 -1.172 3.042 -0.2568 -0.0435 0.1458
C 1.253 0.310 3.171 0.2201 0.0629 0.0311
C 1.560 0.986 4.350 -0.0279 0.0345 0.0096
C 1.385 2.354 4.420 -0.0418 -0.0578 -0.0638
C 0.925 3.031 3.298 0.0698 0.0128 -0.0675
C 0.630 2.296 2.168 0.0190 0.1286 0.2003
N 0.777 0.970 2.112 -0.1082 -0.0742 0.1103
H -2.041 -1.945 1.789 -0.1231 -0.1485 0.1649
H -1.663 -2.351 4.037 0.0050 0.0587 -0.0208
H -1.249 -0.697 3.581 -0.0269 -0.0728 -0.0543
H 0.683 -3.058 3.710 0.0413 -0.0045 0.1017
H 0.541 -1.770 4.920 0.0144 -0.0337 0.0215
H 1.369 -1.442 1.990 0.2396 -0.0799 0.0266
H 2.473 -1.413 3.375 0.0379 -0.0052 -0.1445
H 1.931 0.431 5.201 0.0154 -0.0241 -0.0057
H 1.602 2.892 5.333 0.0383 -0.0039 0.0109
H 0.795 4.103 3.299 -0.0308 0.0063 -0.0039
H 0.248 2.781 1.277 -0.0533 -0.0357 0.0210
O -3.216 1.992 2.862 0.0231 -0.1144 -0.6984
As -3.268 0.589 1.708 -1.7521 1.3975 2.0771
O -3.885 -0.561 2.670 0.1102 -0.7074 -0.1687
O -1.599 0.550 1.430 -3.4176 2.5945 3.1756
C -4.388 1.433 0.366 0.3284 -0.1945 -0.1602
C -5.404 2.308 0.713 0.1439 -0.0198 0.1250
C -6.208 2.830 -0.291 -0.0361 -0.0239 -0.0583
C -5.993 2.494 -1.622 -0.0018 0.0611 0.1196
C -4.977 1.613 -1.966 0.1382 -0.1513 -0.1420
C -4.197 1.079 -0.960 0.1021 -0.0432 0.2842
S -2.894 -0.104 -1.191 -1.0456 -0.0015 -1.5114
O -3.066 -0.773 -2.450 -0.0430 0.1514 0.0032
O -1.670 0.734 -1.125 0.4195 -0.4860 0.4710
O -3.074 -0.966 -0.009 0.0399 0.3244 -0.0467
H -3.591 1.677 3.692 0.0151 -0.1672 -0.0454
H -5.561 2.566 1.751 0.0165 0.0586 -0.0229
H -7.013 3.504 -0.028 -0.0082 0.0162 -0.0169
H -6.625 2.915 -2.392 -0.0011 -0.0007 -0.0221
H -4.789 1.327 -2.992 -0.0619 -0.0138 -0.0173
C -2.009 -3.655 -1.821 -0.0473 0.0749 0.0880
C -0.831 -2.717 -1.806 -0.3638 -0.2818 0.0270
O -0.737 -1.842 -0.949 0.7010 0.0109 -0.2099
N 0.018 -2.892 -2.844 0.3107 0.2200 0.2072
C 1.302 -2.233 -2.952 -0.0238 0.0367 0.4374
C 2.340 -2.789 -1.980 -0.0890 -0.0653 0.0048
C 3.700 -2.633 -2.217 -0.0670 0.0951 -0.0277
C 4.599 -3.140 -1.294 0.0418 0.0357 -0.0493
C 4.116 -3.772 -0.162 -0.0368 -0.0044 0.0549
C 2.742 -3.879 -0.012 0.0381 -0.0438 -0.0285
N 1.875 -3.418 -0.905 -0.1322 0.0771 -0.0926
H -2.498 -3.635 -0.852 0.0387 -0.0170 0.0030
H -1.712 -4.671 -2.079 -0.0085 -0.0188 0.0045
H -2.714 -3.277 -2.562 -0.0406 -0.0476 -0.0092
H -0.096 -3.727 -3.390 -0.1647 -0.0415 0.0688
H 1.139 -1.174 -2.745 0.1190 0.0634 0.0026
H 1.666 -2.330 -3.974 -0.0574 0.0583 -0.0185
H 4.043 -2.123 -3.109 0.0161 -0.0102 -0.0088
H 5.664 -3.047 -1.461 0.0151 0.0238 0.0069
H 4.786 -4.178 0.583 -0.0131 0.0104 0.0161
H 2.304 -4.364 0.854 0.0816 -0.0210 0.0130
O 3.263 0.003 0.351 -0.0449 -0.0546 -0.1062
C 2.312 0.357 -0.308 0.8273 0.0075 0.2890
O 1.126 -0.185 -0.197 4.8161 0.1159 -2.7341
C 2.429 1.470 -1.312 -0.2134 0.1632 -0.1029
C 3.694 1.979 -1.596 -0.0692 -0.1549 0.0633
C 3.841 3.008 -2.504 0.0123 0.2525 -0.2461
C 2.712 3.527 -3.125 -0.1109 -0.6362 0.5794
C 1.443 3.048 -2.837 0.0289 0.2742 -0.2237
C 1.302 2.017 -1.926 0.2309 -0.1373 0.1192
N 2.869 4.601 -4.099 0.0650 0.4806 -0.4125
O 1.862 5.081 -4.583 0.0273 -0.0949 0.0819
O 3.999 4.956 -4.376 -0.0693 -0.0821 0.0827
H 4.551 1.550 -1.096 -0.0027 0.0083 0.0175
H 4.805 3.427 -2.747 0.0391 -0.0605 0.0230
H 0.586 3.485 -3.327 -0.0096 -0.0103 0.0019
H 0.316 1.641 -1.696 -0.0674 -0.0423 -0.0871
```
Positions in Å, forces in eV/Å.

***

# 5
The following is a quantum chemistry calculation of a 2-piece molecular cluster, C4H7NO2 overall at a distorted geometry, from the Open Molecules 2025 dataset.

Calculated values
- Highest occupied orbital energy: -9.14 eV
- Kohn-Sham gap: 9.82 eV
- Energy: -361.7935 Eh
- Energy above the lowest of the compared OMol25 structures with the same formula, charge and spin: 54.80 kcal/mol
- Charge: 0

XYZ file:
```
14
Properties=species:S:1:pos:R:3:forces:R:3
N -1.167 0.107 0.495 -0.0746 -0.0060 0.2083
C 0.416 2.169 -0.295 -0.1941 0.6294 0.6101
O 0.245 2.743 0.710 0.2252 -0.5744 -0.8577
C 0.677 1.625 -1.461 -0.0210 0.0724 0.0437
C 0.944 -1.207 0.648 -0.0038 -0.1048 0.1100
C -0.575 -1.220 0.583 -0.0621 -0.3048 -0.0608
O 1.597 -2.198 0.855 -0.2225 0.2559 -0.0660
H -1.235 0.542 1.408 -0.0360 0.0074 -0.0918
H -2.099 0.091 0.089 0.2576 -0.1018 0.1606
H 1.398 2.127 -2.088 0.0111 -0.0153 -0.0227
H 0.148 0.743 -1.785 0.0788 0.1057 0.0773
H 1.415 -0.221 0.489 0.0783 0.0182 -0.0011
H -0.834 -1.768 -0.325 0.0374 -0.0980 -0.0770
H -0.913 -1.849 1.417 -0.0741 0.1160 -0.0329
```
Positions in Å, forces in eV/Å.

***

# 6
The following is a quantum chemistry calculation of C15H27NO5Pd as an isolated structure at a distorted geometry, from the Open Molecules 2025 dataset.

Calculated values
- Highest occupied orbital energy (alpha / beta): -11.62 / -11.62 eV
- 2S+1: 2
- Kohn-Sham gap (alpha / beta): 5.37 / 3.81 eV
- Energy: -1146.0711 Eh
- Charge: +1

XYZ file:
```
49
Properties=species:S:1:pos:R:3:forces:R:3
C 2.071 -0.380 2.773 0.1186 -0.2570 -0.4044
C 3.409 0.003 2.137 -0.0412 0.0138 0.4884
O 3.858 -1.041 1.294 -0.0519 0.1599 -0.0251
C 4.384 -0.620 0.066 -0.0666 -0.2892 -0.3462
C 3.357 0.058 -0.866 0.4703 0.0733 0.2122
O 2.040 -0.342 -0.560 -0.0161 0.1602 -0.0239
C 1.266 -0.782 -1.655 -0.6202 -0.2188 -0.1486
C -0.205 -0.476 -1.364 1.0203 -0.0953 0.1892
C -1.150 -0.906 -2.473 -0.1315 -0.6444 0.0119
O -0.993 -1.959 -3.062 0.2857 0.0656 -0.1972
O -2.174 -0.140 -2.543 -0.9201 0.6792 0.3649
C -0.382 1.024 -1.198 0.1293 -0.1159 -0.3756
C -1.587 1.412 -0.357 0.5811 1.1326 -0.8919
C -1.197 1.935 1.046 -0.0806 -0.1833 0.0048
C -2.308 2.520 -1.135 -0.6031 -0.2367 0.8593
N -2.569 0.291 -0.231 0.7939 0.3352 1.6351
O -3.665 0.615 0.104 -0.7093 -0.0936 -0.8871
C -2.107 -1.068 0.205 -0.0304 -1.9222 -1.0175
C -2.381 -1.307 1.685 0.1779 0.4467 0.2356
C -2.980 -2.095 -0.569 -0.2502 0.2013 0.2723
C -0.625 -1.280 -0.133 -0.3331 0.7201 -0.0785
H 1.686 -1.237 2.227 -0.0659 -0.1029 -0.0623
H 2.201 -0.685 3.805 -0.1298 0.1012 0.1850
H 1.332 0.414 2.690 -0.0403 0.1595 0.2037
H 4.134 0.151 2.939 0.2434 0.0545 -0.0492
H 3.341 0.952 1.606 -0.0794 0.0288 -0.2278
H 5.244 0.046 0.184 0.0655 0.1292 0.0997
H 4.754 -1.518 -0.422 -0.0058 -0.1732 0.0775
H 3.628 -0.190 -1.891 -0.0375 -0.0858 -0.1289
H 3.452 1.146 -0.787 -0.2381 0.1392 0.0920
H 1.348 -1.861 -1.787 0.2024 -0.0687 -0.1603
H 1.550 -0.284 -2.584 0.1574 0.0434 -0.0856
H -0.579 1.405 -2.194 0.1860 0.0346 -0.1959
H 0.542 1.495 -0.866 0.0117 -0.0006 0.5520
H -1.671 1.411 1.870 -0.0734 -0.0380 0.0612
H -0.122 1.893 1.186 0.1193 -0.1954 0.0465
H -1.509 2.982 1.149 -0.1543 0.1087 0.1056
H -1.529 3.332 -1.270 -0.2816 -0.8950 -1.1324
H -2.582 2.205 -2.137 0.0997 0.0250 -0.1730
H -3.150 2.942 -0.595 -0.1432 0.0694 -0.0193
H -1.683 -0.780 2.332 0.0481 0.1163 0.0689
H -2.217 -2.368 1.845 0.0069 -0.1149 0.0271
H -3.402 -1.076 1.968 -0.1376 0.0354 -0.0522
H -2.512 -3.069 -0.496 0.1195 -0.1003 0.0769
H -3.075 -1.835 -1.614 -0.1280 -0.0565 -0.0592
H -3.961 -2.168 -0.108 -0.1526 0.0928 -0.0246
H 0.018 -1.040 0.708 0.0621 0.0852 0.1616
H -0.510 -2.331 -0.377 0.1635 -0.1386 0.0790
Pd -0.791 4.604 -0.546 0.4591 0.8149 0.6563
```
Positions in Å, forces in eV/Å.